(1)
The following is a DFT calculation (the ωB97M-V functional and the def2-TZVPD basis) of a molecular structure, C34H17F15GeN2O5PbSSi at a distorted geometry.

Summary:
- Total charge: -2
- 2S+1: 1
- Lowest unoccupied orbital energy: 0.0449 hartree

XYZ file:
```
77
Properties=species:S:1:pos:R:3:forces:R:3
Pb -0.024831 0.544012 2.181706 1.1 -1.3 2.3
O -5.943014 1.298631 1.675590 -1.3 -3.4 0.3
C -5.317549 1.578933 2.683584 3.0 6.0 0.7
O -4.818097 2.811386 2.714896 -0.3 -2.9 1.7
C -4.893378 0.698979 4.044160 -3.8 -3.9 -2.5
C -5.773442 -0.426339 4.452406 -0.1 3.1 -1.5
C -5.336496 -1.324245 5.349913 0.0 -0.1 0.6
C -4.095804 -1.172175 5.961996 0.7 -0.1 -1.3
C -3.171794 -0.303714 5.304269 -3.3 -2.2 2.6
N -3.682250 0.469907 4.368714 3.6 2.7 -0.7
C -1.729053 -0.279250 5.741547 -0.8 -0.3 0.0
O -1.383727 -0.904909 6.758870 0.0 0.7 -0.9
O -1.094220 0.465394 4.950221 2.8 0.5 -1.4
H -6.739870 -0.509547 3.986773 -0.3 0.0 -0.1
H -5.943876 -2.185195 5.552283 -0.3 -0.3 0.4
H -3.936513 -1.906085 6.727786 1.0 0.1 0.4
F 1.515767 -1.877513 -3.588650 -2.0 -0.1 0.4
C 0.149065 -2.180303 -3.639282 1.3 -0.1 -0.1
C -0.842445 -1.187729 -3.651590 0.7 0.0 -0.4
C -2.090464 -1.749963 -3.960138 -0.6 -0.2 -0.5
F -3.203291 -0.967302 -3.962893 0.6 -0.3 -0.1
C -2.307051 -3.099582 -4.321998 0.0 0.2 0.7
F -3.535443 -3.521064 -4.686042 0.3 0.2 0.2
C -1.316352 -4.079422 -4.098836 -0.4 0.9 0.7
F -1.648847 -5.389168 -4.018965 0.4 0.9 -0.4
C -0.085457 -3.587897 -3.707474 0.6 0.3 0.7
F 0.867864 -4.434689 -3.209247 -0.6 0.6 -0.9
Ge -0.263169 1.079431 -3.105854 -0.7 -0.5 -2.3
S 1.194779 0.520915 -1.428498 -1.7 -0.4 1.1
C 1.283480 1.775845 -4.297928 -0.7 0.0 0.2
C 1.912041 1.200775 -5.399059 1.1 0.4 0.4
F 1.472687 0.030198 -5.912219 0.4 0.6 0.2
C 3.127994 1.773198 -5.860140 -0.6 -1.0 -0.6
F 3.902559 1.153762 -6.803563 -0.8 0.5 0.6
C 3.498811 3.043761 -5.440994 -0.7 1.0 -0.6
F 4.392766 3.766325 -6.166185 -0.1 -0.7 0.5
C 2.732570 3.715078 -4.490438 0.1 -0.3 -0.1
F 2.939931 5.021866 -4.245547 0.3 -0.5 0.2
C 1.744435 2.999552 -3.827874 0.5 -0.1 0.2
F 1.371493 3.450118 -2.596804 -0.5 0.1 -1.1
C -1.805046 2.606326 -4.106446 0.1 0.1 -1.2
C -2.661275 2.239193 -5.135959 -2.0 -0.8 0.3
F -2.472760 1.207661 -6.006255 0.6 0.4 0.6
C -4.006964 2.723585 -5.166754 0.7 -1.0 -1.1
F -4.912246 2.366096 -6.121570 0.8 -0.3 0.4
C -4.488744 3.412679 -4.103828 -0.8 0.9 0.6
F -5.824357 3.357803 -3.913028 0.7 0.7 0.1
C -3.616651 4.165333 -3.297392 -0.1 -2.0 0.2
F -4.185124 4.653331 -2.127845 1.5 0.4 -1.7
C -2.231531 3.852904 -3.587110 -1.0 0.1 1.7
F -1.298324 4.750508 -3.263443 0.2 -0.1 1.2
O 2.305955 0.973187 -2.306161 2.3 0.0 0.2
C 3.008129 1.661828 4.544100 0.5 -0.1 0.1
Si 3.716697 0.339600 3.408042 -0.2 -0.8 -1.5
C 5.347011 -0.248498 4.069292 1.4 -0.4 1.0
C 4.475119 0.131987 1.648306 -0.2 2.7 -0.1
N 2.273123 -0.620831 3.053540 -0.6 2.2 -0.5
C 2.415871 -1.920340 2.742453 -1.8 -0.3 0.9
C 3.284635 -2.666495 3.636523 -1.2 -0.6 -1.7
C 3.113084 -4.034175 3.635625 -0.7 -0.9 0.2
C 1.977668 -4.588397 3.031485 -0.6 -0.3 -1.2
C 1.145253 -3.873146 2.132221 0.7 0.0 0.8
C 1.399822 -2.540091 1.850220 2.0 -0.6 1.8
H 3.769056 2.175433 5.166008 -0.5 -0.1 -0.5
H 2.296186 1.133724 5.206454 0.3 0.1 -0.3
H 2.422192 2.364424 3.970583 -0.2 0.6 0.0
H 6.195333 0.456522 3.854946 -1.0 -0.1 0.1
H 5.648327 -1.158558 3.527363 -0.2 0.2 0.4
H 5.395881 -0.427602 5.136697 0.1 -0.3 0.4
H 5.347139 0.786158 1.447206 -0.5 -0.2 -0.1
H 3.718418 0.246972 0.885305 0.0 0.1 -0.5
H 4.851500 -0.862217 1.637181 0.0 -1.0 0.0
H 3.847014 -2.187680 4.431931 0.1 0.1 -0.5
H 3.748444 -4.740079 4.194398 -0.3 0.7 0.0
H 1.716955 -5.631225 3.188937 0.3 0.0 0.0
H 0.279486 -4.344054 1.686589 0.1 -0.3 -0.1
H 0.874917 -2.073842 1.015893 0.3 0.5 0.3
```
Forces are in eV/Å.

Atomic partial charges in e from the Mulliken method, atoms 1 to 4:
1 Pb 1.360
2 O -0.673
3 C 0.260
4 O -0.752

(2)
The following is a DFT calculation (the ωB97M-V functional and the def2-TZVPD basis) of a molecular structure, C24H46N2PPdS5SbSi3.

Summary:
- 2S+1: 1
- Lowest unoccupied orbital energy: -0.0456 hartree

XYZ file:
```
83
Properties=species:S:1:pos:R:3:forces:R:3
Pd -0.280177 -0.652747 -0.441858 -0.5 0.1 0.4
S -4.135135 0.424779 -6.352218 0.1 0.1 0.0
C -3.153986 0.440823 -5.031683 -0.2 -0.3 -0.1
S -1.447872 0.173530 -5.084314 0.0 0.1 0.0
C -1.111679 0.252457 -3.366317 0.0 0.1 0.2
C -2.208413 0.446432 -2.590602 0.1 0.0 0.1
S -2.264068 0.574485 -0.829948 0.2 -0.1 -0.4
S -3.742799 0.606285 -3.414155 0.1 0.1 -0.1
S 0.557119 0.077143 -2.891409 0.0 0.1 -0.1
N 3.645652 -5.677117 3.433565 0.0 0.1 0.0
C 3.127129 -4.818072 2.874206 0.1 -0.2 0.1
C 2.476707 -3.748998 2.169463 0.0 0.1 -0.1
C 2.891392 -3.409399 0.881554 -0.2 0.1 0.2
C 2.213057 -2.394205 0.233059 0.0 0.1 0.1
N 1.193511 -1.733966 0.793123 -0.2 -0.2 -0.3
C 0.816883 -2.050875 2.036208 0.1 0.1 -0.1
C 1.428052 -3.052827 2.765930 0.1 0.0 -0.2
H 3.705919 -3.922858 0.393498 0.0 0.0 0.0
H 2.483588 -2.093992 -0.771219 -0.1 0.0 0.0
H 0.000402 -1.472484 2.453409 0.0 -0.1 -0.1
H 1.088603 -3.289617 3.763372 0.0 0.0 0.0
C 2.584003 0.785850 3.224258 0.1 0.2 0.0
Si 2.705079 1.620645 1.539565 0.1 -0.1 -0.1
C 3.854264 0.646859 0.395147 -0.1 0.1 0.0
C 3.410769 3.339643 1.816144 0.0 -0.1 0.0
Sb 0.441753 1.699616 0.340568 0.2 -0.1 0.2
Si -1.131536 2.657832 2.102136 -0.1 0.0 0.1
C -2.478356 3.707576 1.327711 0.1 -0.1 0.0
C -0.176748 3.713934 3.333509 -0.1 0.0 -0.1
C -1.823594 1.156127 2.996632 0.0 0.1 -0.1
Si 0.769736 3.585779 -1.344798 -0.2 0.1 -0.1
C -0.820041 3.737198 -2.320735 0.2 0.2 0.0
C 2.294408 3.340809 -2.401826 -0.1 -0.1 0.1
C 1.016153 5.128987 -0.288246 0.0 0.0 -0.1
H 3.584608 0.475744 3.532742 0.1 0.0 0.0
H 1.940456 -0.085527 3.261769 -0.1 -0.1 -0.1
H 2.223256 1.497561 3.967221 0.0 0.0 0.0
H 4.342664 -0.175608 0.919058 0.0 -0.1 0.1
H 4.637397 1.299869 0.007644 0.0 0.0 0.0
H 3.323685 0.234982 -0.464228 0.0 0.0 0.0
H 4.242241 3.280828 2.520739 0.1 0.0 0.0
H 2.674914 4.025414 2.232236 -0.1 0.0 0.0
H 3.791576 3.771811 0.890033 0.0 0.0 0.0
H -2.080755 4.666548 0.993256 0.0 0.0 0.0
H -3.237308 3.911390 2.085696 -0.1 0.0 0.0
H -2.952713 3.212751 0.480297 0.0 0.0 0.0
H 0.333014 4.548082 2.849874 0.0 0.0 0.0
H 0.568153 3.137749 3.878305 0.1 -0.1 0.0
H -0.867037 4.136173 4.065542 -0.1 0.0 0.1
H -2.257925 0.435754 2.298582 0.0 0.0 0.0
H -2.598478 1.453341 3.706096 0.0 0.0 0.0
H -1.031526 0.656038 3.558072 0.0 0.0 0.0
H -1.182588 2.771218 -2.655635 0.0 -0.2 0.0
H -0.645068 4.354963 -3.205427 0.0 0.0 0.0
H -1.603382 4.211343 -1.727360 0.0 0.0 0.1
H 2.144642 2.549073 -3.134716 0.0 0.0 0.0
H 3.170918 3.093918 -1.800679 0.0 0.0 0.1
H 2.502758 4.282049 -2.914158 0.0 0.0 -0.1
H 0.307191 5.210318 0.536944 0.0 -0.1 0.0
H 0.857947 5.996830 -0.932878 0.0 0.1 0.0
H 2.025417 5.198265 0.120251 0.0 0.0 0.0
C -0.889096 -4.500652 -3.393057 0.0 0.0 0.0
C -0.557642 -3.123140 -2.831197 0.1 0.1 0.0
P -1.297680 -2.651334 -1.224129 0.2 0.2 0.1
C -3.086625 -2.733997 -1.603626 0.0 0.0 -0.1
C -4.094725 -2.415513 -0.505611 0.0 0.1 0.1
C -0.966281 -4.118286 -0.169609 0.0 -0.1 -0.1
C -1.685666 -4.131024 1.175598 0.0 0.0 0.1
H -0.508517 -4.586703 -4.410974 0.0 0.0 0.0
H -1.961728 -4.684126 -3.438187 0.0 0.0 0.0
H -0.433915 -5.300347 -2.808372 0.0 0.0 0.0
H -0.865125 -2.330525 -3.519138 0.0 -0.1 0.0
H 0.522870 -2.983974 -2.736754 0.0 0.0 0.0
H -3.271458 -3.740946 -1.989203 0.0 0.0 0.0
H -3.219648 -2.049039 -2.446803 0.0 0.0 0.0
H -4.082265 -3.156310 0.290391 0.0 0.0 0.0
H -5.096914 -2.417801 -0.934106 0.0 0.0 0.0
H -3.913696 -1.432678 -0.074119 0.0 0.0 0.0
H 0.117419 -4.155710 -0.028029 0.0 0.0 0.0
H -1.230014 -5.014942 -0.738015 0.0 0.0 0.0
H -1.733143 -3.138307 1.625200 0.0 0.0 0.0
H -1.181793 -4.797491 1.876245 0.0 0.0 0.0
H -2.708186 -4.487659 1.070488 0.0 0.0 0.0
```
Forces are in eV/Å.

Atomic partial charges in e from the Mulliken method, atoms 1 to 4:
1 Pd -0.047
2 S -0.250
3 C 0.038
4 S -0.136

Which value of 2S+1 does entry 1 give? 1